{"formula": "C7H11NO", "method": "wB97M-V/def2-TZVPD", "species": ["C", "C", "C", "C", "C", "C", "C", "H", "H", "H", "H", "H", "H", "H", "H", "H", "H", "H", "N", "O"], "coordinates": [[-2.8540, 0.3847, 0.1340], [-0.5387, 0.1204, -0.3219], [0.0281, 1.3655, 0.0372], [1.4261, 1.4670, 0.3158], [2.2975, 0.5560, -0.0988], [1.5956, -0.5401, -0.9110], [0.4827, -1.0742, -0.3695], [-3.7931, -0.4454, 0.3614], [-2.4127, 0.7160, 1.1175], [-3.6262, 1.2553, -0.7585], [-0.6541, 2.4165, -0.3372], [1.9748, 2.0136, 1.4025], [3.3030, 0.3462, 0.5088], [2.2302, -1.4186, -0.9369], [1.3037, -0.2026, -2.0448], [0.0999, -1.5599, -1.1511], [0.9910, -1.2718, 1.6711], [-0.4910, -1.9723, 1.0047], [0.4609, -1.7840, 0.8650], [-1.8237, -0.3723, -0.4882]], "forces_ev_per_a": [[-4.4, -1.0, -1.0], [1.8, 0.9, 1.3], [-5.4, 1.5, -3.1], [3.2, 1.2, 4.7], [0.7, -1.8, 0.9], [7.1, 2.0, -4.2], [-6.3, 2.9, 3.9], [2.8, 2.3, -0.5], [-1.0, 0.6, -1.2], [3.0, -2.2, 3.0], [2.0, -3.1, 1.9], [-2.4, -0.7, -3.5], [-2.2, 0.7, -1.9], [1.1, 0.0, -0.8], [1.1, -0.6, 2.6], [-1.9, -3.3, -2.5], [-1.9, -1.1, -2.0], [-1.3, -0.4, 1.2], [3.3, 0.4, 1.3], [0.7, 1.8, 0.1]], "lowdin_charge": [-0.14, -0.21, -0.09, -0.20, -0.11, -0.23, -0.48, 0.12, 0.08, 0.18, 0.18, 0.18, 0.14, 0.12, 0.20, 0.11, 0.14, 0.05, 0.10, -0.14], "e_tot_ha": -403.05102, "gap_ev": 9.02, "lumo_ev": 0.7}

{"formula": "C7H11NO2", "method": "wB97M-V/def2-TZVPD", "species": ["C", "C", "O", "N", "C", "C", "C", "C", "C", "O", "H", "H", "H", "H", "H", "H", "H", "H", "H", "H", "H"], "coordinates": [[2.1076, -0.5744, 0.5383], [0.8344, -1.4092, 0.4937], [1.1012, -2.5627, -0.3038], [-0.2992, -0.6328, -0.3291], [0.0835, -0.6016, -1.7878], [-0.7737, 0.5261, 0.1756], [-1.2827, 1.5875, -0.4901], [-1.9309, 2.3801, 0.4147], [-1.8534, 1.7322, 1.6475], [-1.1613, 0.6057, 1.4852], [2.8702, -1.2740, 0.8093], [2.3186, 0.0013, -0.2875], [1.9419, 0.1770, 1.4809], [0.6265, -1.7811, 1.5005], [0.3596, -3.1674, -0.3816], [0.9680, 0.0437, -1.9447], [0.4135, -1.6143, -1.8933], [-0.8506, -0.5654, -2.4291], [-1.0463, 1.8222, -1.5382], [-2.4353, 3.3065, 0.1556], [-1.9916, 2.0007, 2.6842]], "forces_ev_per_a": [[-1.9, 0.4, 4.7], [-0.6, 0.3, -2.7], [0.9, 0.1, 0.4], [2.0, -2.2, 0.7], [-1.1, -0.8, 1.4], [-1.2, 0.3, 0.5], [1.7, -0.2, -2.6], [-1.5, 1.1, 2.8], [-0.3, 2.0, -1.1], [1.3, -1.8, -0.5], [0.9, -0.1, 0.0], [0.5, 1.0, -2.0], [0.6, -1.7, -2.3], [-1.0, 0.7, -0.2], [-0.4, 0.2, 0.4], [-0.9, 0.2, -0.5], [0.4, -0.3, -0.7], [1.3, 0.9, 0.7], [-0.4, -0.2, 0.7], [0.1, -0.2, 0.4], [-0.4, 0.2, -0.3]], "lowdin_charge": [-0.02, -0.32, -0.07, -0.04, -0.04, -0.36, -0.07, -0.08, -0.13, 0.05, 0.07, 0.03, 0.15, 0.14, 0.10, 0.10, 0.05, 0.12, 0.12, 0.10, 0.11], "e_tot_ha": -478.47752, "gap_ev": 8.00, "smiles": "C[C@H](O)N(C)c1ccco1", "lumo_ev": 0.8}

{"formula": "C7H11NO2S2", "method": "wB97M-V/def2-TZVPD", "species": ["C", "C", "C", "C", "C", "C", "C", "N", "O", "O", "S", "S", "H", "H", "H", "H", "H", "H", "H", "H", "H", "H", "H"], "coordinates": [[-1.8233, -1.1720, 0.4119], [0.0178, -0.2678, 1.6976], [0.9095, 1.7630, -0.2900], [-0.7859, -1.5715, 1.4237], [-0.9796, -0.2996, -0.5896], [0.4392, -0.3654, 0.1766], [1.9505, -0.0355, -1.5879], [1.4091, 0.4024, -0.3251], [-1.4535, 2.1715, -1.6247], [-1.5449, 1.9284, 0.7771], [0.5789, -2.1785, 0.4480], [-0.9823, 1.5047, -0.4766], [-2.1541, -2.1948, -0.0025], [-2.7510, -0.6401, 0.7304], [-0.6012, 0.5783, 2.1061], [0.8366, -0.4585, 2.3982], [1.0259, 2.1416, 0.6968], [1.4764, 2.3340, -1.0203], [-0.9762, -2.2061, 2.2910], [-1.0570, -0.7446, -1.6169], [2.1274, -1.0517, -1.3703], [1.4189, -0.0485, -2.5692], [2.9190, 0.4106, -1.6843]], "forces_ev_per_a": [[-1.7, -1.0, -1.0], [-1.1, 0.1, 0.7], [-0.4, -1.6, -0.4], [0.7, 1.0, 2.0], [0.5, -0.5, 0.8], [-2.5, -3.0, 1.8], [0.4, -0.5, -0.3], [1.8, 2.5, -1.4], [-0.6, 0.5, -2.2], [-0.3, -0.2, 0.3], [1.2, -0.8, -0.9], [0.1, 0.9, 0.8], [0.2, 1.9, -0.2], [0.9, -0.3, 0.3], [0.7, -0.8, -0.8], [0.2, 0.0, -0.5], [-0.1, 0.6, 0.8], [-0.7, 0.4, -0.2], [-0.6, 0.2, -0.3], [0.6, 1.0, 0.8], [0.6, -1.5, -0.2], [-0.4, 0.7, 0.9], [0.5, 0.4, -0.4]], "lowdin_charge": [-0.19, -0.16, -0.10, -0.54, -0.26, -0.73, -0.06, -0.22, -0.31, -0.32, 0.98, 0.70, 0.13, 0.13, 0.12, 0.11, 0.10, 0.12, 0.12, 0.15, 0.05, 0.12, 0.09], "e_tot_ha": -1274.82606, "gap_ev": 9.43, "lumo_ev": 0.6}

{"formula": "C7H11NOS", "method": "wB97M-V/def2-TZVPD", "species": ["C", "C", "O", "C", "C", "C", "C", "N", "C", "S", "H", "H", "H", "H", "H", "H", "H", "H", "H", "H", "H"], "coordinates": [[0.1323, 0.7359, -3.0305], [0.4179, 1.3069, -1.7390], [0.2274, 2.5244, -1.4863], [0.7664, 0.4006, -0.6782], [-0.3942, -0.4922, -0.3883], [-0.0640, -1.5479, 0.7307], [0.1705, -0.5695, 1.9559], [-1.1199, -0.0111, 2.3131], [-1.3747, -0.0326, 3.6978], [-0.9206, 0.9475, 5.2676], [1.1059, 0.5094, -3.7160], [-0.2336, 1.5029, -3.8220], [-0.6679, -0.1248, -3.1633], [1.6900, 0.0043, -0.7518], [0.7875, 1.2321, 0.1172], [-0.6419, -1.0523, -1.1544], [-1.2484, 0.1461, 0.0317], [0.7706, -2.2416, 0.6660], [-0.9929, -2.2217, 0.7628], [0.6951, -1.2592, 2.6875], [0.8944, 0.2427, 1.6995]], "forces_ev_per_a": [[-0.4, -0.5, -6.8], [-1.2, 4.0, 0.0], [0.6, -2.8, -1.0], [-2.3, 3.6, 3.0], [0.9, 0.7, 4.6], [-1.7, 1.9, 0.3], [1.2, -3.5, 0.1], [-2.1, -0.3, 9.8], [4.0, 4.2, -4.5], [-1.9, -3.4, -4.6], [-1.8, -0.3, 2.2], [0.1, -0.7, 1.9], [2.1, 1.5, 0.8], [3.0, -1.8, -0.5], [0.5, -1.6, -0.5], [-1.7, -2.2, -4.3], [1.0, -1.1, -1.0], [0.4, 0.4, -0.7], [1.2, 1.1, 0.8], [-0.9, 1.3, 0.1], [-0.9, -0.6, 0.2]], "lowdin_charge": [-0.06, -0.50, 0.06, -0.17, -0.20, -0.15, -0.28, -0.02, -0.33, 0.38, 0.14, 0.10, 0.12, 0.10, 0.14, 0.04, 0.15, 0.10, 0.13, 0.12, 0.12], "e_tot_ha": -801.27896, "gap_ev": 7.65, "smiles": "CC(=O)CCCCN=C=S", "lumo_ev": -1.6}

{"formula": "C7H11NOS2", "method": "wB97M-V/def2-TZVPD", "species": ["C", "C", "C", "C", "C", "C", "C", "N", "O", "S", "S", "H", "H", "H", "H", "H", "H", "H", "H", "H", "H", "H"], "coordinates": [[-3.3200, -0.4679, -0.7491], [-2.0884, 0.0914, -0.1295], [-4.6053, -0.0624, -0.2289], [1.2832, -0.5578, -1.2590], [0.5954, 1.3482, 0.0798], [0.2343, -1.0115, 0.9401], [0.2621, -0.0604, -0.2397], [-1.0443, -0.1856, -0.7872], [-2.1007, 0.7970, 1.0861], [-5.5797, 1.1424, 0.1013], [-4.2615, -1.7022, 0.2521], [-3.1716, -0.7183, -1.8829], [2.4110, -0.4611, -1.0762], [1.0851, -1.5823, -1.4842], [1.2798, -0.0290, -2.2369], [-0.0903, 1.7945, 0.7929], [0.7016, 2.1539, -0.6528], [1.5624, 1.5223, 0.5764], [1.1182, -1.1920, 1.6137], [-0.5847, -0.7554, 1.5772], [0.1096, -2.0714, 0.5119], [-2.9079, 0.8749, 1.5402]], "forces_ev_per_a": [[-0.1, 0.0, -1.4], [0.7, 0.2, 0.1], [0.7, -1.8, -0.8], [1.9, 0.5, -1.5], [0.9, 2.9, 2.0], [1.2, -2.6, 0.6], [2.1, 0.2, -0.4], [-1.3, -0.1, -0.1], [2.0, -1.0, -2.3], [-1.5, 2.0, 0.6], [0.3, 0.1, 0.0], [-0.3, 0.4, 2.3], [-1.6, -0.2, 0.9], [-0.1, -0.8, -0.2], [-0.8, 0.0, 0.5], [-0.3, -0.2, 0.1], [-0.6, -0.8, -1.0], [0.0, -0.9, 0.1], [-0.3, 1.0, -0.9], [-0.4, -0.1, 0.5], [-0.3, 1.5, 0.6], [-2.1, -0.2, 0.4]], "mulliken_spin": [0.02, 0.02, 0.50, 0.00, 0.00, 0.01, 0.00, 0.01, 0.00, 1.14, 0.26, 0.04, 0.00, 0.00, 0.00, 0.00, 0.00, 0.00, 0.00, 0.00, 0.00, 0.01], "e_tot_ha": -1199.52492, "gap_ev": [7.31, 6.58], "spin_multiplicity": 3, "lumo_ev": [0.4, -3.0]}

{"formula": "C7H11O2", "method": "wB97M-V/def2-TZVPD", "species": ["C", "C", "C", "C", "C", "C", "C", "O", "O", "H", "H", "H", "H", "H", "H", "H", "H", "H", "H", "H"], "coordinates": [[-0.5278, 0.0513, 0.0237], [-2.7048, -0.8626, 0.1693], [0.0157, -0.2125, -1.2935], [1.4853, 0.1751, -1.2626], [1.6811, 0.7135, 0.1696], [-3.3326, 0.0409, 1.0541], [2.6697, -0.1359, 0.9585], [-2.5881, -1.6682, -0.6278], [0.3689, 0.6137, 0.8039], [-0.2099, -1.1766, -1.6776], [-0.6540, 0.3578, -1.9684], [2.0531, -0.7258, -1.5099], [1.7516, 1.0165, -1.9900], [1.9145, 1.8014, 0.1303], [-4.3903, -0.3009, 1.1869], [-3.1970, 0.7836, 0.2745], [-2.8590, 0.4609, 1.9192], [3.4957, -0.2198, 0.4420], [2.0907, -1.0126, 1.2475], [2.9370, 0.3003, 1.9502]], "forces_ev_per_a": [[0.1, 0.5, 1.9], [3.0, -1.4, 0.0], [-0.3, 1.1, -0.8], [0.2, 1.2, -1.0], [1.3, 0.5, -0.7], [-1.8, -0.3, -0.7], [-4.8, 1.8, 4.0], [-0.8, 0.4, 0.5], [-2.1, -1.0, -1.1], [0.0, -1.3, 0.1], [0.4, 0.4, 0.1], [0.3, 0.4, 0.3], [-0.4, -1.4, 0.8], [-0.1, -0.8, 0.3], [0.7, 0.6, 0.0], [-1.0, 1.6, -0.1], [0.6, -0.5, 0.4], [4.2, -1.2, -2.7], [0.7, -0.6, -0.5], [-0.2, 0.1, -0.8]], "lowdin_charge": [0.01, -0.16, -0.16, -0.10, -0.30, 0.05, 0.00, 0.28, 0.02, 0.12, 0.16, 0.13, 0.15, 0.17, 0.15, 0.13, 0.12, 0.03, 0.10, 0.11], "e_tot_ha": -423.41775, "gap_ev": 9.95, "charge": 1, "lumo_ev": -3.9}